# 1
ORCA calculation (ωB97M-V/def2-TZVPD) on C9H19N3O7PS2SeSn as an isolated structure.

Each line ends with the natural charge from an NBO analysis.
Geometry (Å):
Sn 0.279 0.445 0.200  1.1557
C 2.198 -4.456 -5.103  -0.6216
C 2.269 -4.230 -3.605  -0.0667
O 1.134 -3.482 -3.193  -0.8365
P 1.347 -2.030 -2.460  1.6141
S -0.500 -1.407 -2.110  -0.6576
S 2.743 -2.123 -1.094  -0.6874
O 1.995 -1.156 -3.681  -0.8506
C 1.178 -0.716 -4.765  -0.0644
C 0.924 0.773 -4.646  -0.6311
H 3.020 -5.099 -5.432  0.1876
H 2.264 -3.504 -5.631  0.2085
H 1.253 -4.931 -5.371  0.2001
H 3.188 -3.709 -3.328  0.2005
H 2.254 -5.182 -3.067  0.1637
H 0.230 -1.259 -4.771  0.1954
H 1.723 -0.954 -5.684  0.1512
H 0.385 0.980 -3.722  0.2557
H 0.322 1.122 -5.491  0.1872
H 1.867 1.322 -4.634  0.1969
O -1.909 2.457 2.683  -0.8470
Se -0.208 2.886 2.483  2.7560
O -0.082 3.651 1.069  -1.0379
O 0.561 1.434 2.510  -1.0850
O 0.076 3.812 3.775  -1.0548
C -0.032 -1.397 1.363  -0.9077
H -0.738 -2.172 1.065  0.1594
H 0.746 -1.765 2.031  0.1522
C -4.598 2.309 2.632  -0.4078
N -3.828 1.707 1.571  -0.4543
C -3.706 2.476 0.351  -0.3196
C -2.469 1.861 -0.291  0.6792
O -2.152 2.012 -1.460  -0.6532
N -1.824 1.128 0.643  -0.8046
C -2.469 1.314 1.906  0.6913
N -2.413 0.158 2.757  -0.8731
H -5.626 2.451 2.288  0.1765
H -4.200 3.279 2.957  0.1785
H -4.617 1.632 3.488  0.2019
H -3.515 3.547 0.522  0.1871
H -4.580 2.363 -0.294  0.1934
H -1.683 -0.459 2.397  0.4036
H -2.101 0.459 3.672  0.3650

Atomic forces in eV per Å
0.0421 -0.1153 0.2399
0.0117 -0.0079 0.0211
0.0218 0.0490 -0.0598
-0.0308 0.0056 0.0327
-0.1446 0.0744 -0.1648
0.0594 -0.1457 0.0932
-0.0714 -0.0183 0.0544
0.0758 -0.0779 -0.0262
-0.0263 0.0534 0.0456
-0.0070 -0.0229 -0.0247
0.0012 0.0090 -0.0155
0.0049 0.0012 0.0002
-0.0017 -0.0146 -0.0096
-0.0025 -0.0315 0.0040
0.0055 -0.0015 0.0068
0.0136 -0.0195 -0.0090
0.0035 0.0046 -0.0077
-0.0142 0.0165 -0.0026
0.0021 0.0113 0.0074
0.0053 -0.0013 0.0059
0.1382 0.0878 -0.1142
0.0383 0.3255 0.1267
-0.0267 -0.1065 0.1935
-0.1762 0.2100 -0.2127
-0.0796 -0.2841 -0.0895
0.0849 0.0532 -0.1154
0.0118 -0.0049 -0.0072
-0.0280 0.0191 0.0397
-0.0149 -0.0401 -0.0421
0.0350 0.0970 0.0603
-0.0497 -0.0265 0.0364
-0.0001 -0.0716 0.0225
0.0196 -0.0113 -0.0883
0.0699 0.1373 0.0037
-0.0014 -0.2289 -0.0657
0.0191 0.0822 0.0695
-0.0047 -0.0214 0.0050
0.0014 0.0124 -0.0013
0.0137 0.0059 0.0090
0.0146 0.0049 0.0166
0.0148 0.0334 -0.0223
-0.0452 -0.0178 -0.0125
0.0166 -0.0243 -0.0031

## Properties
Multiplicity: 2
E_HOMO (alpha / beta) in Ha: -0.060 / -0.063
HOMO-LUMO gap (alpha / beta) in eV: 6.333 / 6.438
Total charge: -2
Total energy in Ha: -4798.814774
<S²>: 0.7544
Max |F| in eV/A: 0.4

# 2
ORCA calculation (ωB97M-V/def2-TZVPD) on a 2-piece molecular cluster, C5H10NO2 overall at a distorted geometry.

Each line ends with the natural charge from an NBO analysis.
Geometry (Å):
O 1.824 -0.658 -1.773  -0.7627
C 0.958 0.233 -1.829  0.7572
O 1.084 1.505 -1.973  -0.7792
C -0.522 -0.267 -1.670  -0.5452
C -0.902 -0.428 -0.187  -0.1898
C 0.138 -1.020 0.765  -0.4606
C 0.734 0.134 1.533  -0.2782
N -0.184 0.797 2.485  -0.7365
H -1.232 0.470 -2.120  0.2009
H -0.588 -1.248 -2.213  0.2178
H -0.958 0.704 0.252  0.0111
H -1.943 -0.836 -0.095  0.2123
H 0.918 -1.559 0.249  0.2736
H -0.344 -1.676 1.498  0.2052
H 1.117 0.877 0.797  0.1913
H 1.569 -0.169 2.132  0.2020
H -0.911 1.633 0.212  0.2113
H -0.760 1.510 1.937  0.2696

Atomic forces in eV per Å
0.0787 0.1897 -0.0322
-0.3479 1.8019 -0.2837
-0.1828 -2.0189 0.3918
-0.1648 -0.0863 -0.0050
0.8247 -2.7321 -1.5394
-2.6280 -0.4135 -0.8731
-0.2514 3.8078 2.1697
0.0798 -0.4499 -1.6828
0.5258 -0.5849 0.1615
-0.1017 0.7393 0.5920
-0.5165 0.7515 -0.3638
0.7476 0.8440 0.3682
0.2443 0.1884 -0.4779
0.0485 0.1041 -0.1038
-0.0688 -0.3995 -0.0634
0.4647 -0.6933 0.2979
-0.0001 -0.7989 0.5065
1.2479 -0.2493 0.9376

## Properties
E_HOMO in Ha: -0.133
HOMO-LUMO gap in eV: 5.348
Total charge: -1
Total energy in Ha: -401.572542
Max |F| in eV/A: 4.4

# 3
ORCA calculation (ωB97M-V/def2-TZVPD) on C8H14F8InN2O12S5 as an isolated structure at a distorted geometry.

Each line ends with the natural charge from an NBO analysis.
Geometry (Å):
In 2.297 -0.017 1.262  1.2700
C -1.892 -0.199 3.348  0.7997
F -3.217 -0.251 3.489  -0.2801
F -1.327 -0.095 4.535  -0.2787
F -1.531 -1.310 2.733  -0.2868
S -1.435 1.319 2.251  2.0882
O -1.365 0.838 0.886  -0.8982
O -2.382 2.361 2.518  -0.8059
N 0.212 1.512 2.743  -0.9376
S 0.058 2.791 3.703  2.1132
O -0.150 3.985 2.896  -0.7839
O -0.786 2.623 4.845  -0.7586
C 1.802 2.868 4.409  0.7664
F 2.098 4.120 4.659  -0.2645
F 1.865 2.133 5.493  -0.2801
F 2.658 2.297 3.536  -0.3280
N 3.396 -0.698 -1.216  -1.0850
S 2.919 -1.359 -2.560  2.3796
O 3.504 -2.600 -3.013  -0.7833
O 2.430 -0.480 -3.561  -0.8523
F 1.459 -1.810 -1.951  -0.5422
S 4.760 -0.102 -1.992  2.3557
O 4.558 1.217 -2.486  -0.8353
O 5.725 -0.942 -2.625  -0.7693
F 5.512 0.302 -0.593  -0.5147
C -2.373 -3.522 -2.061  -0.4115
C -3.366 -2.782 -1.116  -0.4201
C -2.599 -1.694 -0.328  -0.5531
S -1.030 -2.586 0.081  2.1068
O -1.463 -3.511 1.106  -0.8689
O 0.055 -1.646 0.328  -0.9346
C -0.923 -3.479 -1.519  -0.6341
H -2.447 -3.017 -3.023  0.2278
H -2.636 -4.565 -2.218  0.2452
H -3.792 -3.427 -0.350  0.2365
H -4.141 -2.322 -1.727  0.2487
H -3.043 -1.405 0.618  0.2631
H -2.223 -0.912 -0.987  0.2382
H -0.466 -4.461 -1.415  0.2745
H -0.308 -2.920 -2.219  0.2736
C -0.725 2.632 -2.039  -0.0819
C 0.488 2.667 -1.096  -0.0836
O 1.017 1.370 -0.978  -0.7018
O -0.308 2.183 -3.308  -0.7110
H -1.158 3.632 -2.154  0.2009
H -1.504 1.980 -1.635  0.1788
H 0.201 3.045 -0.116  0.1986
H 1.349 3.245 -1.454  0.2083
H 1.290 0.960 -1.815  0.5225
H -1.064 2.031 -3.882  0.4885

Atomic forces in eV per Å
-0.9430 0.3898 -1.5885
-0.9283 -0.1889 0.5260
0.5623 0.5963 -0.2036
0.0588 -0.1027 -0.2806
0.5648 0.3052 0.0591
-1.2312 -1.3169 -2.7501
0.3389 0.1313 1.2436
1.0685 -0.6826 0.5090
-2.2935 -0.7794 0.3040
1.8092 3.7705 0.6106
0.6009 -1.2526 0.5757
-0.0508 -0.6916 -0.3085
-0.2940 -0.4795 -0.1827
0.1764 -0.2791 -0.2093
-0.2016 0.0555 0.5260
0.1078 0.6056 -0.3538
2.6166 -0.3655 -1.0004
-6.1093 -5.0434 -2.3505
-0.1657 1.6360 1.3623
0.8025 1.1268 -0.2363
1.0593 -0.1015 0.1605
5.1956 4.4460 3.4446
-1.0385 -0.4454 -0.6004
-1.6720 -0.3373 0.3338
-0.6969 -0.9029 -0.3369
-0.2235 0.0510 0.5530
0.7610 0.0528 0.6692
0.7708 -0.7100 -1.3492
-1.1534 -0.6971 -0.2101
0.7767 -0.0087 -0.1689
0.2138 0.1014 0.2438
-0.2476 0.5254 -0.5413
0.3860 -0.0853 -0.0743
-0.3240 0.0916 0.0648
-0.2327 -0.2511 -0.3372
-0.1808 0.0198 0.2400
0.0609 0.2965 -0.1174
-0.3547 0.4713 0.3307
-0.0674 0.0427 0.5348
0.1771 0.2147 0.3908
-0.2245 0.3500 -0.3851
0.5703 0.2575 -0.8841
0.0410 -1.6615 1.5387
0.4737 -0.1964 0.0673
0.1954 0.1796 0.4225
0.1318 -0.0670 0.2522
-0.1146 -0.2655 0.0609
-0.6740 0.6214 -0.3756
-0.0852 0.5776 -0.2453
-0.0130 -0.0048 0.0661

## Properties
E_HOMO in Ha: -0.495
HOMO-LUMO gap in eV: 2.563
Total charge: +1
Total energy in Ha: -4304.938479
Max |F| in eV/A: 8.3

# 4
ORCA calculation (ωB97M-V/def2-TZVPD) on a 7-piece molecular cluster, C32H70I2N11O12 overall at a distorted geometry.

Each line ends with the Mulliken charge.
Geometry (Å):
C 3.256 -2.674 0.810  -0.8200
C 4.774 -2.676 0.551  -0.4617
C 5.497 -1.490 1.273  -0.9028
C 6.223 -0.556 0.306  -1.1339
C 5.245 0.282 -0.576  1.2756
C 5.417 1.777 -0.246  -1.1767
C 4.515 2.689 -1.107  -0.3527
C 3.125 2.855 -0.422  0.9458
C 2.426 4.205 -0.771  -1.4214
C 0.991 3.873 -1.291  -0.6525
C 1.146 3.440 -2.770  -0.0681
C 0.061 2.409 -3.222  -0.3919
C 0.568 0.961 -3.311  -0.8922
C 0.493 0.161 -1.982  0.5578
C -0.880 0.172 -1.406  -0.3275
N -1.118 0.952 -0.351  -0.3331
C -2.410 0.761 -0.105  0.3477
N -3.088 1.328 0.879  0.4070
N -2.463 2.187 1.804  -0.7362
C -2.066 1.370 2.990  -0.7299
C -3.066 1.427 4.149  -0.2124
C -4.491 0.962 3.783  0.1092
C -5.376 2.161 3.308  -1.2906
N -2.978 -0.089 -0.962  0.3308
C -4.379 -0.485 -0.973  -0.9345
C -5.266 0.693 -1.462  -0.6189
C -5.611 0.548 -2.966  -1.0300
I -6.003 2.472 -3.873  0.0727
N -1.947 -0.470 -1.772  0.6234
C -2.076 -1.449 -2.855  -1.0599
C -2.038 -2.872 -2.225  -0.1463
C -2.614 -3.897 -3.240  -1.3417
I -0.054 -3.524 -1.697  0.1965
H 2.914 -1.631 0.748  0.2186
H 2.705 -3.259 0.064  0.0166
H 2.988 -3.033 1.808  0.3436
H 5.201 -3.597 0.962  0.4031
H 4.996 -2.663 -0.521  0.3256
H 6.200 -1.909 2.001  0.4396
H 4.725 -0.970 1.857  0.3986
H 6.813 0.166 0.886  0.4585
H 6.954 -1.119 -0.285  0.4011
H 4.235 -0.032 -0.281  -0.5788
H 5.445 0.117 -1.630  -0.0622
H 6.462 2.082 -0.384  0.3740
H 5.200 1.906 0.822  0.3811
H 4.943 3.677 -1.304  0.5816
H 4.318 2.201 -2.075  -0.1085
H 3.196 2.700 0.659  0.7481
H 2.485 2.068 -0.840  -1.1443
H 2.973 4.623 -1.622  0.4256
H 2.392 4.891 0.078  0.4434
H 0.425 4.807 -1.204  0.4923
H 0.546 3.087 -0.674  0.1173
H 2.148 3.046 -2.969  0.0418
H 1.031 4.350 -3.372  0.1865
H -0.830 2.542 -2.598  0.2221
H -0.237 2.691 -4.241  0.2062
H 1.572 0.894 -3.739  0.5250
H -0.086 0.438 -4.026  0.4512
H 0.882 -0.839 -2.178  0.0186
H 1.139 0.587 -1.213  -0.4204
H -4.078 1.169 1.014  -0.0328
H -3.136 2.884 2.103  0.3631
H -1.060 1.640 3.327  0.4036
H -1.991 0.322 2.684  0.2317
H -3.085 2.445 4.575  -0.0776
H -2.698 0.728 4.907  0.4381
H -4.970 0.486 4.639  0.4363
H -4.492 0.202 2.994  -0.1033
H -5.063 3.023 3.905  0.3137
H -5.200 2.419 2.254  0.2639
H -6.441 1.980 3.456  0.3822
H -4.564 -1.386 -1.555  0.6915
H -4.650 -0.638 0.079  0.0742
H -6.224 0.714 -0.934  0.4435
H -4.773 1.655 -1.308  0.5547
H -4.763 0.117 -3.499  0.3080
H -6.518 -0.041 -3.083  0.4853
H -3.060 -1.363 -3.322  0.1242
H -1.255 -1.290 -3.551  0.3116
H -2.623 -2.906 -1.305  0.5738
H -3.451 -3.418 -3.757  0.3877
H -2.913 -4.796 -2.698  0.3974
H -1.829 -4.209 -3.932  0.4105
C 6.391 1.119 -5.595  -0.8188
N 6.059 1.100 -4.143  0.7508
O 6.978 1.139 -3.353  -0.4774
O 4.875 1.048 -3.849  -0.4250
H 7.468 1.167 -5.702  0.3125
H 5.996 0.206 -6.032  0.2909
H 5.917 1.996 -6.027  0.3107
C -0.381 5.036 -6.389  -0.6001
N 1.060 5.270 -6.687  0.9168
O 1.615 4.484 -7.432  -0.5416
O 1.577 6.233 -6.158  -0.5156
H -0.707 4.149 -6.923  0.2991
H -0.471 4.891 -5.316  0.1523
H -0.934 5.909 -6.725  0.3127
C 0.190 -6.908 0.526  -0.6586
N 1.229 -7.798 1.113  0.9416
O 2.392 -7.478 0.972  -0.5285
O 0.830 -8.788 1.700  -0.5640
H 0.680 -6.072 0.039  0.1363
H -0.378 -7.495 -0.190  0.3221
H -0.443 -6.565 1.341  0.2870
C -5.366 -3.274 5.242  -0.7965
N -4.504 -2.271 4.557  0.8590
O -4.540 -2.232 3.337  -0.5432
O -3.823 -1.561 5.267  -0.4643
H -5.912 -3.833 4.491  0.3084
H -4.712 -3.927 5.814  0.3071
H -6.045 -2.732 5.894  0.3176
C -0.483 4.953 6.274  -0.7497
N -1.746 4.202 6.522  0.8651
O -1.707 3.277 7.307  -0.5058
O -2.735 4.573 5.914  -0.5178
H 0.304 4.515 6.877  0.3145
H -0.255 4.868 5.215  0.2866
H -0.658 5.988 6.554  0.2967
C 1.021 -7.490 4.704  -0.4891
N -0.233 -6.790 5.103  0.8620
O -0.189 -5.579 5.226  -0.5293
O -1.218 -7.481 5.274  -0.5223
H 1.808 -6.753 4.587  0.2902
H 1.268 -8.198 5.490  0.3052
H 0.823 -8.000 3.766  0.0831

Atomic forces in eV per Å
0.1781 0.4399 -0.3412
0.1401 0.0037 0.7512
-0.2178 -0.7273 -0.2734
-0.1818 0.5304 0.2774
0.7726 -0.0607 0.9510
0.0624 0.1395 -0.6790
-0.8418 -0.4475 0.8526
0.2457 0.5200 -0.7748
-0.5743 -1.4216 -0.1441
1.4349 0.7368 -0.0556
-1.2557 -0.1700 0.3533
0.9546 0.7499 -0.6860
-1.0444 -0.1948 0.2353
0.5409 -0.0072 -0.7749
1.9688 1.2179 1.2976
-0.0529 -0.1482 -0.0433
0.0670 0.9707 0.8584
-1.0498 1.0160 0.3766
0.6683 -1.0817 0.3765
-0.1538 -0.1069 0.4999
0.1121 -0.4555 -0.0735
-0.5374 0.9714 -0.6635
0.6578 -0.3655 0.4413
-0.2320 -0.5335 0.0150
-0.6958 1.1772 0.3971
-0.4135 -0.2297 -1.0747
0.2808 0.5118 0.5346
0.0647 -0.4843 0.1728
-0.7658 -1.2506 -2.5412
-0.0362 -1.0636 1.7291
-0.2391 -0.4653 -1.2474
0.6059 0.3289 0.7883
-0.2508 0.1811 0.1686
-0.2021 -0.2283 -0.0691
0.0780 -0.0159 0.1578
0.1519 -0.0281 -0.0982
-0.0994 -0.0407 -0.3320
-0.1134 0.0571 0.1028
-0.0171 0.1557 -0.0839
0.2927 0.2713 -0.0943
0.0289 -0.2221 -0.0023
-0.2183 -0.0022 -0.0383
-0.0579 0.1165 -0.5320
-0.3349 -0.0570 0.0114
-0.0501 -0.2976 -0.0450
0.0197 0.1608 -0.1406
0.1652 -0.1686 0.1882
0.3673 0.3640 0.2945
-0.0414 0.0683 -0.1004
0.0792 -0.0419 0.3910
-0.0416 0.4696 0.3522
0.2043 0.0185 -0.1490
-0.4285 -0.3893 -0.1735
-0.1053 0.1960 -0.0396
-0.1306 -0.0333 0.0688
0.2045 -0.1537 -0.0277
0.0865 -0.2878 -0.0218
-0.0699 -0.1298 0.1437
-0.0146 0.1686 0.2408
0.1871 0.0302 0.0428
-0.2944 -0.0344 0.1218
-0.1602 0.0679 -0.0845
0.1448 -0.2547 -0.1241
-0.0137 0.0051 -0.3315
-0.1679 0.2841 -0.1158
0.0281 0.1778 -0.2252
-0.0850 -0.3885 0.0106
0.1241 0.3247 0.0534
0.0963 0.2179 0.0607
0.2571 -0.0695 0.2211
-0.4058 0.0798 -0.1263
-0.1857 -0.0108 0.1090
0.0922 0.0524 -0.1091
0.2473 -0.0339 0.1613
0.1941 -0.5761 -0.1850
0.2664 -0.0122 0.2241
0.0742 -0.2033 0.2070
-0.2542 0.0604 -0.2074
0.1890 -0.0733 -0.2463
0.2506 0.3757 -0.1797
-0.2242 0.0574 -0.0906
0.1441 0.1902 -0.0253
-0.0456 -0.4376 -0.0864
-0.2307 0.1146 -0.1845
-0.2822 0.2072 -0.2356
0.1682 0.0277 -0.0875
0.0457 0.0349 -0.0263
-0.2878 -0.0023 -0.0696
0.2962 -0.1252 -0.2824
-0.0208 -0.0007 0.0972
-0.1012 0.0652 0.0116
-0.0966 -0.0735 0.0115
-0.1305 -0.1979 -0.1002
0.1278 -0.0331 -0.0772
-0.0655 0.1912 0.2057
-0.0854 -0.2375 -0.1076
0.1099 0.0169 -0.0403
-0.0138 0.1859 0.0022
0.0549 0.0615 0.1495
0.0270 0.1693 -0.1096
0.0947 -0.0351 -0.0900
-0.2448 -0.1264 0.1173
0.1447 0.2168 -0.1482
0.0759 -0.0878 0.0689
-0.0487 -0.0489 0.1120
-0.0498 -0.1049 -0.0201
-0.1433 -0.1388 -0.1018
0.0088 -0.1346 0.0224
0.1190 0.0458 0.2603
-0.0688 -0.2098 -0.3055
0.0573 0.0604 -0.0389
0.0088 0.1017 0.0700
0.1104 0.0082 0.0730
0.1681 -0.0222 0.0968
-0.0331 -0.0572 0.0973
-0.1056 0.1592 -0.2255
0.2004 -0.1312 0.0790
-0.0828 -0.0472 0.0197
-0.0897 0.0910 -0.0041
-0.0566 -0.0031 -0.1116
0.1739 0.1333 -0.0370
0.0343 0.0618 0.0717
-0.1367 -0.2403 -0.0647
0.1522 0.2196 -0.0465
-0.0807 0.0512 0.0549
-0.1062 -0.0724 -0.0630
-0.0404 -0.1537 0.1752

## Properties
E_HOMO in Ha: -0.428
HOMO-LUMO gap in eV: 9.327
Total charge: +1
Total energy in Ha: -3361.013638
Max |F| in eV/A: 2.9

# 5
ORCA calculation (ωB97M-V/def2-TZVPD) on C5H10O2S in the gas phase at a distorted geometry.

Each line ends with the natural charge from an NBO analysis.
Geometry (Å):
C -2.583 -0.949 -1.067  -0.9469
C 0.723 1.167 -0.067  -0.5261
C -0.475 2.059 0.098  -0.0615
C 0.605 -0.039 0.694  -0.0996
C 1.135 -1.416 0.240  -0.6515
O -2.604 -0.160 1.440  -0.9238
O -1.566 1.310 -0.429  -0.7086
S -1.815 -0.230 0.189  1.7337
H -3.117 -1.776 -0.694  0.2346
H -1.812 -1.007 -1.829  0.2148
H 0.711 0.971 -1.125  0.2192
H 1.586 1.701 0.124  0.2320
H -0.857 2.276 1.090  0.1953
H -0.454 2.954 -0.505  0.2099
H 0.435 0.133 1.756  0.2087
H 2.203 -1.473 0.326  0.2208
H 0.831 -1.586 -0.749  0.2177
H 0.632 -2.125 0.932  0.2315

Atomic forces in eV per Å
1.7433 1.0157 0.4307
-0.8376 0.5335 -1.1906
-1.8095 -0.8443 0.4134
-2.4248 -2.4179 0.2549
-1.3075 1.4220 2.5468
1.1735 -0.2508 -1.2001
-1.1503 -1.0158 -0.7822
0.7679 2.4028 1.6305
-0.6494 -1.1076 -0.0355
-0.4976 -0.4152 -0.6128
0.3332 -0.3434 -0.6643
2.1370 1.1622 0.6549
1.0064 0.4518 0.6467
0.2904 0.2331 -0.0983
0.2972 -0.3294 0.0304
0.6229 -0.1260 0.0892
-0.3352 -0.3985 -1.4752
0.6401 0.0278 -0.6385

## Properties
E_HOMO (alpha / beta) in Ha: -0.291 / -0.291
HOMO-LUMO gap (alpha / beta) in eV: 7.565 / 7.568
Total charge: 0
Total energy in Ha: -745.007593
Max |F| in eV/A: 3.4